{
  "formula": "C30H35ClN2O8",
  "method": "ωB97M-V/def2-TZVPD",
  "symbols": ["Cl", "O", "O", "O", "O", "O", "O", "O", "O", "N", "N", "C", "C", "C", "C", "C", "C", "C", "C", "C", "C", "C", "C", "C", "C", "C", "C", "C", "C", "C", "C", "C", "C", "C", "C", "C", "C", "C", "C", "C", "C", "H", "H", "H", "H", "H", "H", "H", "H", "H", "H", "H", "H", "H", "H", "H", "H", "H", "H", "H", "H", "H", "H", "H", "H", "H", "H", "H", "H", "H", "H", "H", "H", "H", "H", "H"],
  "xyz": [[-0.3186, -0.2475, -0.4426], [-1.3406, -7.3275, 1.1134], [-3.4326, 0.0435, -0.4256], [-0.3056, -2.0275, 2.5634], [0.1544, 0.5775, -3.6706], [-7.1506, -0.0395, 3.8634], [2.7724, -0.7205, 0.2024], [6.3054, 1.0775, -3.7966], [2.6494, -3.4695, -6.2256], [0.2544, 3.6395, 2.1744], [0.4364, 5.3935, 3.4234], [1.6084, 3.7875, 2.4844], [-0.1336, -4.3565, 3.0094], [5.4144, 0.6165, -2.9186], [3.5474, -0.2595, -0.8446], [-3.8786, -0.5955, 1.9064], [-1.0096, -6.1255, 1.4494], [-0.3726, 4.7075, 2.8044], [-5.4606, 0.5855, 0.5904], [-1.4376, -4.9975, 0.5684], [1.9834, -2.5605, -5.5486], [4.9184, -0.3015, -0.6426], [-0.6046, -3.3305, 2.2044], [0.6534, -0.4685, -4.2906], [1.8244, -1.3195, -6.3216], [5.9174, 0.0875, -1.6706], [-6.4586, 0.6405, 1.6744], [3.0824, 0.2465, -2.0436], [-6.2066, -0.0385, 2.8894], [-0.3166, -5.7545, 2.5954], [0.2104, 6.4895, 4.4304], [-1.2826, -3.5835, 1.0004], [1.5764, -2.7255, -4.3206], [0.7894, -1.7975, -3.6726], [-0.9326, 3.8535, 0.0264], [1.2434, -0.2445, -5.4996], [-4.1376, 0.0995, 0.7424], [-4.9966, -0.6685, 3.0514], [-0.4296, 2.8615, 1.1324], [1.7554, 4.9265, 3.2624], [4.0594, 0.6655, -3.1326], [-1.5496, 4.4775, 0.4704], [-0.5246, -1.5265, 1.8764], [2.0934, -1.1715, -7.2846], [3.6244, 0.9995, -4.1586], [0.1804, -6.4105, 3.4284], [2.4214, 3.2645, 2.2094], [-1.7106, -2.7715, 0.1974], [1.8104, -3.6545, -3.7956], [1.8434, -0.4605, -0.1336], [7.1774, 0.7675, -3.7916], [1.3364, 0.8955, -6.0556], [2.8134, -4.3965, -5.7766], [-2.5306, -0.3205, -0.3946], [-0.4956, 6.2355, 5.0364], [0.0744, 4.2645, -0.2586], [0.3184, -4.1605, 3.7834], [-0.4866, 0.6575, -2.8736], [-7.9606, 0.0895, 3.6704], [2.1334, 0.5515, -2.2186], [-1.3946, 3.3785, -0.6926], [0.3994, -2.2095, -2.7476], [0.1894, 2.1375, 0.7274], [-5.6016, 1.1175, -0.1786], [6.9194, 0.0425, -1.2896], [1.0134, 6.7745, 4.8474], [5.2504, -0.8835, 0.3524], [-7.4986, 1.0005, 1.7294], [-2.9616, -1.1525, 1.9814], [-0.1736, 7.3515, 3.8864], [2.6184, 5.2535, 3.7324], [-2.0356, -5.2645, -0.3216], [-1.1626, 2.1315, 1.6814], [-1.4076, 4.7665, 2.7304], [-1.1346, -7.9185, 1.8994], [-4.5426, -1.1965, 4.0374]],
  "mulliken_charge": [-0.779, -0.526, -0.421, -0.557, -0.542, -0.495, -0.477, -0.532, -0.588, 0.249, 0.068, -0.417, -1.133, 0.800, 0.128, -0.143, 0.589, -0.143, -0.840, -0.664, 1.184, -0.310, 0.269, -0.009, -0.984, -0.663, -0.556, -0.273, 0.698, -0.197, -1.125, 0.385, -0.832, -0.183, -1.325, -0.071, 0.393, -0.541, -0.475, -0.461, -0.730, 0.519, 0.179, 0.554, 0.208, 0.111, 0.586, -0.028, 0.204, 0.054, 0.302, 0.156, 0.321, 0.086, 0.470, 0.327, 0.797, 0.329, 0.257, 0.915, 0.475, 0.413, 0.328, 0.611, 0.339, 0.412, 0.184, 0.223, 0.452, 0.381, 0.430, 0.375, 0.239, 0.488, 0.314, 0.217],
  "total_charge": 0,
  "gap_ha": 0.2244
}